[1]
Formula: C44H90O11S4
Source: the Open Molecules 2025 dataset
Level of theory: ωB97M-V with the def2-TZVPD basis set

maximum force = 0.56 eV/A
gap between HOMO and LUMO = 9.03 eV
SMILES = CCCCCCCCCCCCCCCC[C@H](CCCCCCCOC)OCCOC.O=S1(=O)CCCC1.O=S1(=O)CCCC1.O=S1(=O)CCCC1.O=S1(=O)CCCC1
M = 923.5 g/mol

Structure (ORCA input):
```
! wB97M-V def2-TZVPD RIJCOSX def2/J DEFGRID3
* xyz 0 1
C 7.41 1.08 -1.65
C 8.63 1.80 -1.04
C 9.42 0.90 -0.10
C 8.60 0.35 1.08
C 8.65 -1.18 1.24
C 7.38 -1.73 1.91
C 6.22 -1.96 0.94
C 6.36 -3.27 0.12
C 6.65 -3.07 -1.36
C 5.57 -2.30 -2.13
C 4.14 -2.79 -1.89
C 3.12 -1.92 -2.65
C 1.88 -2.67 -3.10
C 1.01 -1.89 -4.12
C -0.41 -1.65 -3.61
C -0.45 -0.49 -2.61
C -1.80 0.20 -2.39
C -3.01 -0.71 -2.57
C -3.02 -1.88 -1.57
C -4.13 -1.71 -0.53
C -4.05 -2.66 0.65
C -3.01 -2.33 1.76
C -2.27 -0.99 1.67
C -0.91 -1.00 0.96
O -0.24 -2.23 1.14
C 0.46 -2.69 0.01
O -1.85 1.31 -3.27
C -2.74 2.32 -2.83
C -2.17 3.20 -1.74
O -2.32 2.67 -0.44
C -3.65 2.82 0.04
H 7.32 1.27 -2.72
H 6.47 1.37 -1.19
H 7.52 0.00 -1.52
H 9.28 2.12 -1.85
H 8.31 2.71 -0.52
H 9.81 0.07 -0.69
H 10.28 1.46 0.28
H 8.98 0.79 2.00
H 7.55 0.65 1.01
H 8.76 -1.63 0.25
H 9.52 -1.45 1.84
H 7.63 -2.68 2.40
H 7.07 -1.04 2.69
H 6.13 -1.12 0.25
H 5.31 -2.03 1.53
H 5.48 -3.90 0.27
H 7.19 -3.84 0.55
H 6.82 -4.04 -1.84
H 7.59 -2.53 -1.45
H 5.61 -1.24 -1.89
H 5.78 -2.40 -3.20
H 3.92 -2.72 -0.83
H 4.04 -3.83 -2.19
H 3.61 -1.51 -3.54
H 2.84 -1.07 -2.02
H 2.16 -3.63 -3.53
H 1.25 -2.90 -2.24
H 1.49 -0.92 -4.28
H 1.01 -2.39 -5.09
H -1.09 -1.44 -4.44
H -0.73 -2.57 -3.11
H -0.04 -0.83 -1.66
H 0.22 0.28 -2.97
H -1.85 0.55 -1.35
H -3.91 -0.12 -2.38
H -3.09 -1.04 -3.61
H -3.20 -2.80 -2.11
H -2.05 -1.99 -1.09
H -4.22 -0.66 -0.23
H -5.07 -1.92 -1.06
H -3.87 -3.66 0.26
H -5.04 -2.68 1.12
H -2.30 -3.15 1.83
H -3.54 -2.33 2.71
H -2.09 -0.66 2.69
H -2.88 -0.21 1.21
H -0.30 -0.21 1.40
H -0.99 -0.74 -0.10
H -0.14 -2.61 -0.91
H 0.71 -3.74 0.16
H 1.39 -2.14 -0.15
H -2.97 2.95 -3.70
H -3.70 1.91 -2.50
H -2.67 4.18 -1.79
H -1.11 3.38 -1.93
H -4.35 2.95 -0.78
H -3.91 1.92 0.59
H -3.69 3.66 0.74
O -6.49 2.85 1.10
S -7.14 1.83 0.32
O -6.37 0.93 -0.51
C -8.19 0.87 1.40
C -9.53 1.61 1.36
C -9.76 1.98 -0.11
C -8.45 2.58 -0.64
H -7.74 0.83 2.39
H -8.28 -0.13 0.98
H -10.33 1.00 1.76
H -9.47 2.52 1.97
H -10.01 1.09 -0.67
H -10.58 2.69 -0.22
H -8.28 2.36 -1.69
H -8.39 3.65 -0.49
O -1.05 -2.48 5.42
S -0.37 -3.73 5.16
O -1.12 -4.92 4.85
C 0.88 -3.45 3.92
C 2.11 -3.05 4.71
C 2.17 -3.99 5.92
C 0.76 -4.05 6.52
H 0.53 -2.69 3.22
H 1.03 -4.39 3.39
H 3.01 -3.10 4.10
H 2.00 -2.02 5.06
H 2.48 -4.99 5.58
H 2.90 -3.66 6.65
H 0.52 -5.02 6.94
H 0.61 -3.27 7.26
O -7.83 4.48 -3.44
S -6.44 4.41 -3.83
O -5.46 3.84 -2.94
C -6.32 3.64 -5.44
C -6.44 4.80 -6.42
C -5.57 5.93 -5.84
C -5.90 6.05 -4.35
H -7.11 2.90 -5.53
H -5.35 3.16 -5.50
H -6.12 4.51 -7.42
H -7.48 5.13 -6.48
H -4.51 5.67 -5.96
H -5.74 6.87 -6.36
H -5.05 6.34 -3.75
H -6.73 6.73 -4.17
O 3.05 0.18 6.47
S 3.52 0.66 5.19
O 4.55 -0.05 4.47
C 2.11 0.91 4.12
C 1.68 2.35 4.39
C 2.98 3.17 4.45
C 3.96 2.40 5.35
H 1.35 0.17 4.36
H 2.45 0.78 3.09
H 1.01 2.71 3.62
H 1.16 2.40 5.35
H 3.39 3.27 3.45
H 2.81 4.17 4.84
H 5.00 2.52 5.04
H 3.86 2.66 6.40
*
```

***

[2]
Formula: C44H91N3O10
Source: the Open Molecules 2025 dataset
Level of theory: ωB97M-V with the def2-TZVPD basis set

maximum force = 3.01 eV/A
gap between HOMO and LUMO = 8.12 eV
SMILES = C=Cc1c(N)c(CCCCCOCC)c2nccnc2c1C[C@@H]1CO1.CC(C)O.CC(C)O.CC(C)O.CC(C)O.CC(C)O.CC(C)O.CC(C)O.CC(C)O
energy above the lowest of the compared OMol25 structures with the same formula, charge and spin = 0.000 eV
M = 822.2 g/mol

Structure (ORCA input):
```
! wB97M-V def2-TZVPD RIJCOSX def2/J DEFGRID3
* xyz 0 1
C 1.68 -0.51 3.10
C 2.60 -0.97 2.23
C 2.27 -2.20 1.43
C 1.16 -2.20 0.52
N 0.40 -0.98 0.45
C 0.84 -3.30 -0.25
C -0.33 -3.14 -1.22
C -1.15 -4.39 -1.59
C -1.62 -5.26 -0.41
C -2.81 -4.64 0.38
C -2.55 -4.93 1.88
O -3.44 -4.27 2.76
C -2.90 -3.06 3.29
C -3.19 -1.87 2.33
C 1.66 -4.45 -0.12
N 1.38 -5.55 -0.90
C 2.15 -6.58 -0.70
C 3.20 -6.58 0.24
N 3.56 -5.57 0.98
C 2.74 -4.48 0.77
C 3.03 -3.32 1.53
C 4.23 -3.31 2.46
C 5.41 -2.57 1.69
C 5.27 -2.54 0.15
O 6.25 -3.37 0.92
H 1.13 -1.24 3.70
H 1.41 0.54 3.20
H 3.56 -0.48 2.06
H 0.61 -0.47 -0.41
H -0.59 -1.14 0.57
H -1.03 -2.43 -0.76
H 0.04 -2.63 -2.12
H -2.01 -4.08 -2.21
H -0.55 -5.03 -2.24
H -1.93 -6.22 -0.83
H -0.77 -5.47 0.25
H -3.73 -5.16 0.07
H -2.86 -3.57 0.17
H -2.62 -6.03 1.98
H -1.49 -4.69 2.09
H -3.37 -2.91 4.27
H -1.82 -3.13 3.48
H -3.55 -1.03 2.93
H -2.28 -1.65 1.77
H -3.94 -2.21 1.62
H 1.96 -7.48 -1.28
H 3.78 -7.50 0.35
H 4.06 -2.70 3.34
H 4.61 -4.31 2.67
H 5.83 -1.68 2.15
H 4.91 -3.42 -0.38
H 5.73 -1.72 -0.40
C -6.81 0.49 -0.76
C -5.60 -0.43 -0.70
C -5.68 -1.53 -1.74
O -5.50 -1.01 0.60
H -7.73 -0.07 -0.56
H -6.74 1.27 0.00
H -6.90 0.96 -1.74
H -4.69 0.16 -0.85
H -6.56 -2.15 -1.57
H -4.81 -2.18 -1.68
H -5.74 -1.11 -2.75
H -6.29 -1.53 0.76
C -3.16 -9.90 -0.20
C -3.08 -9.17 -1.53
C -2.92 -10.14 -2.69
O -1.98 -8.26 -1.51
H -2.24 -10.47 -0.02
H -3.26 -9.20 0.62
H -4.00 -10.59 -0.18
H -3.98 -8.57 -1.68
H -1.99 -10.72 -2.59
H -2.85 -9.60 -3.64
H -3.76 -10.84 -2.74
H -1.17 -8.77 -1.39
C 1.13 4.30 -0.02
C 1.73 3.47 1.11
C 2.89 2.62 0.61
O 0.72 2.62 1.66
H 0.75 3.65 -0.82
H 0.29 4.89 0.34
H 1.88 4.97 -0.45
H 2.06 4.12 1.91
H 2.56 1.93 -0.16
H 3.30 2.03 1.43
H 3.69 3.25 0.20
H 0.41 2.03 0.96
C -4.49 4.14 -0.50
C -3.31 3.20 -0.68
C -2.53 3.03 0.61
O -2.44 3.71 -1.70
H -4.15 5.13 -0.19
H -5.03 4.27 -1.43
H -5.18 3.76 0.26
H -3.67 2.23 -1.03
H -2.13 3.98 0.95
H -1.69 2.36 0.46
H -3.17 2.62 1.40
H -2.12 4.57 -1.40
C -1.40 9.26 1.89
C -1.10 7.81 2.24
C 0.38 7.50 2.09
O -1.85 6.94 1.38
H -1.13 9.47 0.85
H -2.47 9.46 1.98
H -0.86 9.94 2.54
H -1.42 7.60 3.26
H 0.71 7.66 1.06
H 0.58 6.46 2.34
H 0.98 8.14 2.75
H -1.58 7.12 0.48
C -6.83 7.80 -3.86
C -5.74 7.14 -3.02
C -4.36 7.41 -3.60
O -5.97 5.73 -2.96
H -6.82 7.40 -4.88
H -7.81 7.59 -3.45
H -6.69 8.88 -3.91
H -5.80 7.51 -2.00
H -4.27 7.00 -4.61
H -3.59 6.92 -2.99
H -4.15 8.48 -3.63
H -5.93 5.38 -3.86
C 5.09 7.36 -1.34
C 3.64 7.70 -1.64
C 3.49 9.13 -2.11
O 2.84 7.49 -0.47
H 5.48 8.00 -0.54
H 5.18 6.33 -1.00
H 5.71 7.49 -2.23
H 3.25 7.02 -2.40
H 3.82 9.83 -1.33
H 2.44 9.36 -2.31
H 4.06 9.32 -3.01
H 3.17 8.08 0.22
C 10.24 -5.75 0.06
C 10.31 -4.81 1.25
C 9.92 -5.52 2.54
O 9.46 -3.70 1.04
H 9.22 -6.12 -0.07
H 10.52 -5.23 -0.85
H 10.91 -6.61 0.19
H 11.33 -4.42 1.35
H 8.89 -5.88 2.48
H 9.97 -4.83 3.39
H 10.58 -6.37 2.75
H 8.55 -4.02 0.95
*
```

***

[3]
Formula: C44H92F9I2N2O14PS9
Source: the Open Molecules 2025 dataset
Level of theory: ωB97M-V with the def2-TZVPD basis set

maximum force = 2.15 eV/A
gap between HOMO and LUMO = 8.42 eV
M = 1617.6 g/mol

Structure (ORCA input):
```
! wB97M-V def2-TZVPD RIJCOSX def2/J DEFGRID3
* xyz 0 1
C 2.20 -0.66 2.21
C 1.42 0.18 2.56
C 0.40 1.15 3.17
C 1.26 2.32 3.77
C 2.74 2.06 4.07
C 3.24 3.30 4.88
C 4.78 3.34 4.91
C 5.32 4.64 4.30
C 4.80 4.89 2.87
C 5.81 4.50 1.77
C -0.30 1.83 1.98
O -1.36 1.12 1.35
C -2.21 1.92 0.58
C -2.89 0.93 -0.39
C -2.95 1.37 -1.86
C -3.04 0.15 -2.81
I -5.08 -0.40 -3.14
O -1.40 2.89 -0.11
C -2.00 3.98 -0.47
N -2.52 4.89 -0.96
P -3.66 2.66 1.58
O -3.92 1.46 2.69
I -2.79 4.45 3.00
N -0.38 0.50 4.16
C -1.46 -0.42 3.94
C -1.11 -1.80 3.34
C -2.23 -2.39 2.47
F -2.94 -1.47 1.78
F -3.10 -3.03 3.29
C -1.71 -3.45 1.45
F -2.78 -4.10 0.97
F -0.95 -4.33 2.13
C -0.95 -2.85 0.23
F -1.80 -2.81 -0.81
F -0.53 -1.60 0.44
C 0.28 -3.69 -0.24
F 1.37 -3.35 0.43
F 0.06 -4.99 -0.19
F 0.51 -3.38 -1.53
O 0.04 0.65 5.48
C -0.80 1.58 6.17
C -0.10 2.06 7.44
O -0.21 3.47 7.51
C 0.71 4.02 8.43
C 0.88 5.51 8.13
H 2.97 -1.40 2.16
H 1.26 3.15 3.05
H 0.80 2.71 4.67
H 2.92 1.19 4.69
H 3.35 2.07 3.17
H 2.80 3.22 5.88
H 2.83 4.19 4.39
H 5.12 3.24 5.95
H 5.19 2.50 4.35
H 5.15 5.49 4.96
H 6.41 4.54 4.24
H 4.62 5.95 2.77
H 3.87 4.37 2.67
H 5.83 5.28 1.00
H 5.55 3.57 1.26
H 6.83 4.40 2.15
H -0.63 2.83 2.31
H 0.49 1.99 1.24
H -2.38 -0.03 -0.32
H -3.92 0.73 -0.07
H -2.11 1.98 -2.20
H -3.86 1.96 -2.01
H -2.64 0.48 -3.77
H -2.44 -0.68 -2.47
H -4.33 0.70 2.27
H -2.28 0.06 3.41
H -1.89 -0.63 4.92
H -0.18 -1.85 2.78
H -1.01 -2.53 4.15
H -1.73 1.06 6.45
H -1.11 2.40 5.52
H 0.94 1.73 7.38
H -0.58 1.60 8.31
H 0.40 3.88 9.47
H 1.68 3.54 8.26
H 0.03 6.08 8.51
H 1.80 5.88 8.60
H 0.98 5.62 7.05
C -6.57 -5.31 -5.98
S -6.10 -4.02 -4.82
O -5.74 -2.82 -5.62
C -4.56 -4.79 -4.30
H -7.50 -5.02 -6.45
H -5.79 -5.43 -6.73
H -6.73 -6.25 -5.44
H -3.91 -4.94 -5.16
H -4.77 -5.74 -3.81
H -4.07 -4.11 -3.59
C -6.68 -2.26 -8.51
S -8.14 -2.98 -9.26
O -7.83 -3.23 -10.70
C -9.13 -1.48 -9.20
H -5.90 -3.03 -8.49
H -6.34 -1.41 -9.11
H -6.90 -1.95 -7.50
H -8.61 -0.71 -9.76
H -9.27 -1.18 -8.16
H -10.10 -1.69 -9.65
C 3.77 -4.18 -5.63
S 3.72 -2.55 -4.86
O 5.12 -2.06 -4.78
C 3.27 -3.14 -3.22
H 4.08 -4.05 -6.66
H 4.49 -4.81 -5.11
H 2.78 -4.63 -5.60
H 4.02 -3.84 -2.86
H 2.29 -3.62 -3.27
H 3.22 -2.28 -2.56
C 0.14 6.65 1.02
S 1.77 6.24 0.39
O 2.74 6.42 1.51
C 1.93 7.67 -0.68
H -0.14 5.89 1.75
H 0.16 7.63 1.50
H -0.58 6.64 0.20
H 1.84 8.58 -0.09
H 1.16 7.64 -1.45
H 2.91 7.63 -1.15
C 10.53 2.93 3.17
S 9.17 2.90 2.00
O 7.94 2.62 2.79
C 9.64 1.36 1.21
H 10.41 3.80 3.81
H 10.50 2.02 3.78
H 11.47 2.99 2.63
H 9.68 0.57 1.96
H 10.62 1.48 0.74
H 8.90 1.12 0.46
C -1.57 -2.11 9.36
S -0.86 -0.93 10.52
O -0.36 0.22 9.71
C 0.57 -1.93 10.95
H -2.47 -1.66 8.94
H -0.86 -2.33 8.57
H -1.84 -3.03 9.90
H 1.14 -2.15 10.05
H 0.24 -2.85 11.44
H 1.19 -1.35 11.64
C 12.05 -2.65 1.03
S 12.20 -1.29 2.19
O 12.45 -0.06 1.39
C 13.77 -1.80 2.88
H 11.14 -2.50 0.45
H 12.91 -2.66 0.36
H 11.98 -3.59 1.58
H 14.52 -1.86 2.09
H 13.66 -2.77 3.37
H 14.08 -1.05 3.61
C -5.53 2.11 -11.93
S -6.74 0.85 -11.50
O -6.74 0.73 -10.01
C -5.81 -0.56 -12.13
H -5.91 3.07 -11.58
H -4.58 1.89 -11.45
H -5.42 2.14 -13.02
H -4.84 -0.61 -11.63
H -5.68 -0.45 -13.21
H -6.38 -1.46 -11.92
C -8.84 -8.21 -8.16
S -9.75 -6.70 -7.79
O -9.46 -6.34 -6.38
C -11.38 -7.45 -7.83
H -7.78 -7.97 -8.14
H -9.06 -8.96 -7.40
H -9.12 -8.57 -9.15
H -11.43 -8.25 -7.10
H -11.58 -7.83 -8.83
H -12.11 -6.68 -7.59
*
```

***

> Among the records above, which one has the highest maximum force?

C44H91N3O10